[1]
The following is a DFT calculation (the ωB97M-V functional and the def2-TZVPD basis) of CH2FNOS as an isolated structure at a distorted geometry.

Atoms and positions in Å:
C1 -1.08 0.27 1.16
N1 0.09 0.02 0.69
O1 -2.16 0.63 0.96
F1 -0.90 -0.58 2.65
S1 0.56 0.66 -0.84
H1 0.73 -0.10 1.46
H2 -0.65 1.14 -1.17

Calculated values
- gap between HOMO and LUMO (eV) = 10.123
- energy above the lowest of the compared OMol25 structures with the same formula, charge and spin (kJ/mol) = 105.73
- E (eV) = -18158.42967
- M (g/mol) = 95.1

***

[2]
The following is a DFT calculation (the ωB97M-V functional and the def2-TZVPD basis) of a 2-piece molecular cluster, CH2FO4S overall at a distorted geometry.

Atoms and positions in Å:
C1 -0.52 -0.20 0.12
O1 2.06 -0.59 -0.51
O2 0.74 -1.28 1.47
O3 1.55 1.04 1.25
O4 -0.85 1.19 -1.48
F1 -2.15 0.90 -1.86
S1 1.19 -0.18 0.56
H1 -0.83 -1.08 -0.41
H2 -1.18 0.21 0.86

Calculated values
- gap between HOMO and LUMO (eV) = 9.405
- energy above the lowest of the compared OMol25 structures with the same formula, charge and spin (kJ/mol) = 575.52
- charge = -1
- E (eV) = -22808.23157
- M (g/mol) = 129.1

***

[3]
The following is a DFT calculation (the ωB97M-V functional and the def2-TZVPD basis) of a single CH2FPS molecule at a distorted geometry.

Atoms and positions in Å:
C1 -1.13 0.03 -0.64
P1 0.56 -0.12 -0.53
S1 1.02 0.01 1.59
F1 2.88 0.01 1.23
H1 -1.34 0.03 -1.69
H2 -2.00 0.05 0.05

Calculated values
- gap between HOMO and LUMO (eV) = 8.133
- energy above the lowest of the compared OMol25 structures with the same formula, charge and spin (kJ/mol) = 208.56
- E (eV) = -23908.57791
- M (g/mol) = 96.1

***

[4]
The following is a DFT calculation (the ωB97M-V functional and the def2-TZVPD basis) of CH2I2O as an isolated structure at a distorted geometry.

Atoms and positions in Å:
C1 -0.27 0.00 -0.91
O1 0.35 0.64 0.54
I1 0.75 -1.80 -1.59
I2 0.02 1.79 -1.99
H1 -1.16 -0.40 -0.60
H2 0.18 -0.11 1.20

Calculated values
- gap between HOMO and LUMO (eV) = 9.221
- energy above the lowest of the compared OMol25 structures with the same formula, charge and spin (kJ/mol) = 127.77
- E (eV) = -19316.21773
- M (g/mol) = 283.8

***

> What is the M in the third record?

96.1 g/mol

***

What did the first record say?
The following is a DFT calculation (the ωB97M-V functional and the def2-TZVPD basis) of CH2FNOS as an isolated structure at a distorted geometry.

Atoms and positions in Å:
C1 -1.08 0.27 1.16
N1 0.09 0.02 0.69
O1 -2.16 0.63 0.96
F1 -0.90 -0.58 2.65
S1 0.56 0.66 -0.84
H1 0.73 -0.10 1.46
H2 -0.65 1.14 -1.17

Calculated values
- gap between HOMO and LUMO (eV) = 10.123
- energy above the lowest of the compared OMol25 structures with the same formula, charge and spin (kJ/mol) = 105.73
- E (eV) = -18158.42967
- M (g/mol) = 95.1

***

> Look up the E of the fourth one.

-19316.21773 eV

***

> Which formula does entry 1 have?

CH2FNOS